[1]
The following is a quantum chemistry calculation of a molecular structure, C31H38FeNO2, from the OMol25 dataset.

Values from the calculation:
Energy above the lowest of the compared OMol25 structures with the same formula, charge and spin in kcal per mole: 67.12
Calculated total energy in hartree: -2672.690512
Multiplicity: 6
HOMO-LUMO gap (spin up / spin down) in eV: 6.14 / 6.44
Net charge: 0

Positions of all 73 atoms, in Å:
O -0.072336 -0.956615 -2.889461
C 0.334872 -0.036770 -3.989255
C 0.327107 -1.084051 -5.071053
H 1.315349 0.403704 -3.790400
H -0.419395 0.747193 -4.155707
C 0.020626 -2.018767 -3.901926
H 1.286779 -1.205187 -5.565696
H -0.496448 -0.963449 -5.777513
C 1.167878 -2.982017 -3.639560
H 2.059254 -2.443173 -3.297595
H 1.398291 -3.550498 -4.553088
H 0.885198 -3.707395 -2.873036
C -1.316985 -2.715696 -4.041132
H -2.123034 -1.969285 -4.089896
H -1.489260 -3.368481 -3.183885
H -1.314655 -3.324059 -4.961204
Fe -0.693792 -1.517289 0.602071
C -2.157674 -1.937238 1.832261
C -1.897012 -0.530546 1.969571
C -1.974800 0.083124 0.674294
H -1.864258 0.004853 2.910944
C -2.369184 -0.934313 -0.275861
C -2.528849 -2.175002 0.451610
H -2.971770 -3.070511 0.033068
H -2.179730 -2.666833 2.642392
H -1.960756 1.144971 0.463007
H -2.619327 -0.735409 -1.313686
C 0.623562 -2.855698 1.461952
C -0.082104 -3.438743 0.356072
C 0.145947 -2.603205 -0.794620
H -0.605573 -4.389272 0.357683
C 0.992286 -1.488296 -0.409174
C 1.320749 -1.696909 0.983881
H 2.089965 -1.163501 1.526789
H 0.717248 -3.303687 2.440800
H -0.191451 -2.864675 -1.777371
H 1.359226 -0.693700 -1.046035
O 0.737584 2.278804 -2.384388
C -0.608604 2.052400 -1.903706
C -1.494516 3.249689 -2.271122
H -0.526437 1.864327 -0.831287
H -1.031544 1.102309 -2.298611
C -0.550449 4.285986 -2.920205
H -2.009837 3.671715 -1.408527
H -2.230596 2.912748 -3.021091
C 0.752157 3.498537 -3.165032
H -0.398670 5.146678 -2.262934
H -0.997941 4.606803 -3.872830
H 1.664989 4.050179 -2.917167
H 0.784274 3.229897 -4.238374
C 0.498070 4.131884 1.662123
C 1.163388 3.179486 0.878056
C 1.192009 1.843369 1.263317
C 0.614464 1.445345 2.494110
C 0.007570 2.432458 3.316717
C -0.060786 3.759545 2.892361
N 0.609025 0.123172 2.820648
C 0.981821 -0.337841 4.041067
C 2.028295 0.269069 4.790751
C 2.276774 -0.132761 6.098076
C 1.499966 -1.141656 6.680510
C 0.530817 -1.814155 5.920036
C 0.291554 -1.442469 4.616975
H 0.428462 5.169383 1.321597
H 1.636952 3.451859 -0.071981
H 1.670116 1.086781 0.644676
H -0.436284 2.112739 4.254535
H -0.548201 4.498278 3.530869
H 2.613051 1.053094 4.306384
H 3.061431 0.367543 6.662172
H 1.659796 -1.423074 7.714203
H -0.057488 -2.631661 6.350333
H -0.467155 -1.944018 3.998498

Atomic forces in eV per Å
O 0.6 0.8 -2.6
C -0.2 1.0 0.6
C -0.2 0.2 0.5
H -0.3 0.0 0.1
H 0.4 -0.1 0.3
C -0.2 -1.2 -0.4
H -0.1 -0.2 -0.1
H 0.2 -0.1 0.0
C 0.0 -0.5 0.0
H -0.2 -0.1 -0.1
H 0.0 0.3 0.1
H 0.4 0.0 -0.2
C 0.0 -0.2 -0.2
H 0.2 -0.2 -0.1
H -0.2 0.0 -0.1
H -0.1 0.2 0.3
Fe 1.3 2.8 0.4
C -3.1 0.8 0.9
C -2.3 0.2 0.2
C -1.7 0.0 0.6
H 0.5 -0.2 -0.2
C -1.9 0.3 0.4
C -2.4 0.7 0.4
H 0.5 0.0 0.1
H 0.0 0.3 -0.3
H 0.3 -0.2 0.1
H 0.2 -0.3 0.2
C 1.6 -0.9 -0.5
C 2.0 -0.6 -0.8
C 1.8 -1.4 -0.4
H -0.1 0.4 0.1
C 2.2 -1.9 0.1
C 1.7 -1.2 -1.1
H -0.4 0.1 0.0
H -0.1 0.2 0.0
H -0.3 0.5 0.6
H -0.2 -0.2 0.1
O -0.9 1.1 -0.1
C 0.1 -0.8 0.4
C 0.1 -0.2 -0.5
H 0.0 0.3 -0.1
H 0.4 0.6 0.0
C 0.0 -0.4 0.1
H -0.1 -0.1 -0.1
H 0.1 0.3 0.4
C -0.1 -0.5 -0.5
H 0.0 -0.1 -0.2
H 0.4 0.2 0.4
H -0.2 -0.1 0.0
H 0.2 0.0 0.3
C 0.1 0.0 0.1
C -0.2 -0.1 -0.1
C -0.2 0.1 0.3
C 0.5 1.1 -0.1
C 0.3 -0.1 -0.4
C 0.1 -0.3 -0.2
N -0.1 -0.5 0.4
C 0.0 0.4 0.7
C -0.4 0.0 0.0
C -0.2 -0.1 -0.2
C 0.1 0.0 -0.3
C 0.1 -0.1 0.3
C -0.2 0.1 -0.9
H 0.1 -0.4 0.2
H -0.3 0.0 0.4
H -0.1 0.2 0.1
H 0.1 0.1 0.0
H 0.1 -0.2 -0.3
H -0.2 -0.1 0.2
H -0.2 -0.2 0.0
H 0.0 0.0 -0.1
H 0.3 0.3 -0.1
H 0.4 0.3 0.4

Taken from the Löwdin analysis, the atomic charges in e are: number 1, O, carries -0.14; number 2, C, carries -0.15; number 3, C, carries -0.08; number 4, H, carries 0.12; number 5, H, carries 0.11; number 6, C, carries -0.58; number 7, H, carries 0.11; number 8, H, carries 0.12; number 9, C, carries -0.02; number 10, H, carries 0.10; number 11, H, carries 0.10; number 12, H, carries 0.07; number 13, C, carries -0.01; number 14, H, carries 0.10; number 15, H, carries 0.08; number 16, H, carries 0.10; number 17, Fe, carries 0.49; number 18, C, carries -0.18; number 19, C, carries -0.16; number 20, C, carries -0.15; number 21, H, carries 0.11; number 22, C, carries -0.16; number 23, C, carries -0.17; number 24, H, carries 0.12; number 25, H, carries 0.12; number 26, H, carries 0.10; number 27, H, carries 0.11; number 28, C, carries -0.15; number 29, C, carries -0.15; number 30, C, carries -0.19; number 31, H, carries 0.12; number 32, C, carries -0.14; number 33, C, carries -0.15; number 34, H, carries 0.11; number 35, H, carries 0.10; number 36, H, carries 0.05; number 37, H, carries 0.11; number 38, O, carries -0.18; number 39, C, carries -0.21; number 40, C, carries -0.14; number 41, H, carries 0.07; number 42, H, carries 0.10; number 43, C, carries -0.15; number 44, H, carries 0.11; number 45, H, carries 0.11; number 46, C, carries -0.19; number 47, H, carries 0.10; number 48, H, carries 0.11; number 49, H, carries 0.11; number 50, H, carries 0.11; number 51, C, carries -0.09; number 52, C, carries -0.08; number 53, C, carries -0.01; number 54, C, carries -0.29; number 55, C, carries -0.02; number 56, C, carries -0.08; number 57, N, carries 0.12; number 58, C, carries -0.27; number 59, C, carries -0.01; number 60, C, carries -0.08; number 61, C, carries -0.08; number 62, C, carries -0.08; number 63, C, carries -0.01; number 64, H, carries 0.10; number 65, H, carries 0.11; number 66, H, carries 0.11; number 67, H, carries 0.11; number 68, H, carries 0.10; number 69, H, carries 0.12; number 70, H, carries 0.10; number 71, H, carries 0.10; number 72, H, carries 0.11; number 73, H, carries 0.09



[2]
The following is a quantum chemistry calculation of a molecular structure, C31H38N2P2W, from the OMol25 dataset.

Values from the calculation:
Calculated total energy in hartree: -2062.616421
Multiplicity: 3
HOMO-LUMO gap (spin up / spin down) in eV: 5.20 / 5.14
Net charge: +2

Positions of all 74 atoms, in Å:
C -0.013432 5.518797 0.698822
C -0.898368 4.625788 1.321839
C -1.058855 3.273048 0.902876
C -0.196726 2.778659 -0.131378
C 0.714483 3.699823 -0.753131
C 0.787190 5.049516 -0.379399
C -1.955430 2.468618 1.778493
C -3.278132 1.728164 1.213536
N -3.757919 1.677499 -0.169120
W 0.169829 0.813506 -0.869075
C 1.596319 3.164723 -1.891186
P 0.800731 1.823994 -2.816265
H -1.466523 4.931262 2.221220
H 1.534073 5.677460 -0.914786
H 0.050892 6.587073 1.011946
H 2.566975 2.780356 -1.558472
H 1.884596 3.906854 -2.646336
H -1.362535 1.726732 2.353119
H -2.306867 3.186266 2.557159
H -3.090223 0.712891 1.648551
C 1.872059 0.539164 -3.381672
C -0.512915 2.248000 -3.962548
H -4.153356 2.194894 1.744103
C -3.435427 2.774458 -1.167046
C -4.265118 0.404441 -0.655429
H -1.066812 0.641485 -2.167476
H -4.348890 3.448350 -1.372251
H -2.577190 3.403419 -0.797678
H -3.093028 2.338253 -2.159797
H -5.342653 0.365715 -0.401639
H -4.097213 0.295696 -1.741286
H -3.834801 -0.458781 -0.105569
H 0.019716 2.582590 -4.865439
H -1.165554 1.375046 -4.150484
H -1.174872 3.056391 -3.612975
H 2.540808 1.164395 -3.995477
H 2.398346 0.008951 -2.570383
H 1.287944 -0.207152 -3.942430
H -1.405303 0.185803 -1.579760
N 0.407439 -0.560199 0.189339
P 0.921907 -2.008627 0.848288
C 1.388997 -1.831626 2.554583
C 2.189142 -2.853503 3.114670
C 2.446598 -2.845438 4.481652
C 1.946656 -1.821789 5.285099
C 1.217971 -0.773867 4.721219
C 0.943054 -0.762652 3.352226
C -0.445999 -3.127738 0.608329
C -0.971958 -3.322548 -0.677827
C -2.066861 -4.163893 -0.837161
C -2.590665 -4.869391 0.252456
C -2.008937 -4.732610 1.518039
C -0.935048 -3.867653 1.703586
C 2.366159 -2.179053 -0.181512
C 2.382369 -3.150377 -1.184248
C 3.455899 -3.181215 -2.068038
C 4.494693 -2.255408 -1.981917
C 4.455697 -1.273326 -0.988653
C 3.387590 -1.221867 -0.097173
H 2.598720 -3.644427 2.478259
H 3.046908 -3.640329 4.914326
H 2.149205 -1.837034 6.348626
H 0.855892 0.050422 5.332864
H 0.380496 0.068850 2.913216
H -0.529232 -2.856868 -1.564944
H -2.496957 -4.234372 -1.832081
H -3.463800 -5.507008 0.126284
H -2.399553 -5.271210 2.377918
H -0.436623 -3.782952 2.670826
H 1.571485 -3.872411 -1.257398
H 3.456363 -3.925309 -2.855432
H 5.312901 -2.277172 -2.700643
H 5.247568 -0.528265 -0.918179
H 3.356105 -0.431284 0.660225

Atomic forces in eV per Å
C 0.2 -0.2 -0.7
C 0.0 -0.2 -0.2
C 1.6 1.1 0.2
C 0.6 0.0 0.3
C -0.5 0.2 0.1
C 0.1 -0.2 0.0
C -1.0 0.0 0.2
C -0.7 0.3 1.2
N 2.7 0.7 -1.4
W -3.3 1.1 3.4
C 0.8 1.0 -1.0
P -0.8 0.7 0.0
H 0.3 0.1 -0.8
H -0.8 -0.2 0.6
H 0.0 -1.1 -0.2
H -0.1 -0.1 0.2
H -0.1 0.5 0.4
H -0.2 0.2 -0.6
H 0.1 -0.7 -0.6
H -0.9 0.5 -0.8
C 0.8 0.3 -1.1
C 0.3 0.6 -1.0
H 1.1 -0.5 0.3
C -0.6 -0.2 0.5
C -0.5 0.2 0.7
H -0.6 -0.5 -0.9
H 1.4 -1.0 0.3
H -1.2 -0.6 -0.3
H -0.5 0.3 1.0
H 0.2 -0.3 -0.7
H -0.2 0.0 0.4
H 0.2 0.4 -0.4
H -0.7 -0.1 -0.2
H 0.6 0.3 -0.1
H 0.5 -0.2 0.1
H 0.5 -1.3 -0.3
H 0.0 0.4 -0.2
H 0.4 0.4 -0.2
H -0.6 0.0 0.1
N 0.5 -2.1 2.6
P 0.0 1.7 -0.6
C 0.2 -0.1 0.5
C -0.3 0.2 -0.1
C 0.0 0.0 -0.2
C -0.1 0.1 -0.3
C 0.0 0.0 -0.3
C -0.1 -0.3 0.0
C 0.5 -0.8 0.1
C -0.2 -0.1 0.2
C 0.1 0.1 0.0
C 0.1 0.3 0.2
C -0.1 0.1 -0.2
C 0.3 0.2 -0.4
C 0.3 -0.9 -0.4
C 0.3 0.2 0.3
C 0.0 0.0 -0.4
C -0.3 0.0 0.1
C -0.1 0.1 0.0
C 0.1 0.0 0.1
H -0.2 0.2 0.3
H -0.1 0.1 0.0
H 0.0 0.0 0.0
H 0.1 -0.2 -0.1
H 0.2 -0.4 0.1
H -0.2 0.1 0.4
H 0.0 -0.3 0.2
H 0.2 0.1 0.0
H 0.0 0.0 -0.3
H -0.3 0.0 -0.2
H 0.3 0.0 0.0
H 0.1 0.0 0.0
H -0.2 -0.1 0.2
H -0.1 -0.2 0.0
H 0.0 -0.4 -0.2

Taken from the Löwdin analysis, the atomic charges in e are: number 1, C, carries -0.01; number 2, C, carries -0.02; number 3, C, carries -0.27; number 4, C, carries -0.23; number 5, C, carries -0.31; number 6, C, carries -0.03; number 7, C, carries -0.13; number 8, C, carries -0.16; number 9, N, carries -0.27; number 10, W, carries 1.20; number 11, C, carries -0.29; number 12, P, carries 0.67; number 13, H, carries 0.13; number 14, H, carries 0.13; number 15, H, carries 0.13; number 16, H, carries 0.10; number 17, H, carries 0.10; number 18, H, carries 0.10; number 19, H, carries 0.11; number 20, H, carries 0.11; number 21, C, carries -0.22; number 22, C, carries -0.21; number 23, H, carries 0.13; number 24, C, carries -0.06; number 25, C, carries -0.11; number 26, H, carries 0.02; number 27, H, carries 0.11; number 28, H, carries 0.06; number 29, H, carries 0.06; number 30, H, carries 0.09; number 31, H, carries 0.07; number 32, H, carries 0.07; number 33, H, carries 0.07; number 34, H, carries 0.06; number 35, H, carries 0.07; number 36, H, carries 0.08; number 37, H, carries 0.04; number 38, H, carries 0.08; number 39, H, carries 0.10; number 40, N, carries -0.40; number 41, P, carries 0.93; number 42, C, carries -0.33; number 43, C, carries -0.07; number 44, C, carries -0.05; number 45, C, carries -0.04; number 46, C, carries -0.05; number 47, C, carries -0.06; number 48, C, carries -0.30; number 49, C, carries -0.11; number 50, C, carries -0.06; number 51, C, carries -0.03; number 52, C, carries -0.04; number 53, C, carries -0.05; number 54, C, carries -0.33; number 55, C, carries -0.07; number 56, C, carries -0.05; number 57, C, carries -0.05; number 58, C, carries -0.07; number 59, C, carries -0.10; number 60, H, carries 0.12; number 61, H, carries 0.12; number 62, H, carries 0.12; number 63, H, carries 0.12; number 64, H, carries 0.09; number 65, H, carries 0.10; number 66, H, carries 0.12; number 67, H, carries 0.12; number 68, H, carries 0.12; number 69, H, carries 0.11; number 70, H, carries 0.10; number 71, H, carries 0.12; number 72, H, carries 0.12; number 73, H, carries 0.12; number 74, H, carries 0.12



> Look up the multiplicity of the first one.

6



> Which value of multiplicity does entry 1 give?

6



> Which of these has the lowest multiplicity?

C31H38N2P2W



> Which formula does entry 2 have?

C31H38N2P2W